C4H28N2O12 | ωB97M-V/def2-TZVPD

Output
- Molar mass: 296.27 g/mol
- Orbital gap: 9.64 eV
- Electronic energy: -32149.49377 eV
- HOMO energy: -9.44 eV
- Relative energy (zero: lowest compared OMol25 entry of this formula, charge and spin): 6.3198 eV
- Charge: 0

XYZ file:
```
46
Properties=species:S:1:pos:R:3:forces:R:3
H 0.235118 -2.437338 2.062097 0.900 0.432 0.855
O -3.809261 -0.122380 -0.268979 1.574 -1.239 2.254
H -4.306074 -0.525652 -0.939692 -1.320 -0.648 -1.736
H 0.851212 3.142653 2.749008 -0.438 -0.674 0.120
H -3.461107 1.853792 2.601676 -0.805 1.341 1.160
H -1.732196 -1.569985 1.903730 -0.043 3.268 1.228
O -1.028227 2.451122 -1.843412 -5.531 1.531 -3.935
H -0.767730 1.245100 2.970956 0.019 -3.119 0.277
C 1.895623 0.498306 -0.526508 0.546 0.744 0.372
H -3.426555 -0.949020 0.168505 -0.371 1.783 -0.755
C 2.257202 -2.066078 0.408628 -0.526 -1.963 2.501
H -1.009006 -1.014857 -3.035113 0.427 0.999 -1.340
H -0.488694 2.196549 -1.193604 2.784 -1.676 4.541
O -0.616501 2.147501 2.983893 -1.177 3.233 -0.104
H 3.153731 -1.784290 0.005606 2.132 1.365 -0.923
O -1.090544 -1.531172 -2.256431 -1.385 -0.810 0.633
H 2.542468 -2.926046 0.994277 0.033 -0.419 0.592
H 0.465769 0.564056 1.066753 0.002 0.098 0.006
O 1.379066 3.055842 1.951751 0.694 -3.573 0.958
H -1.997457 2.235530 -1.608531 2.582 0.416 -0.194
N 1.673612 -1.115185 1.316467 -1.497 0.347 -0.188
N 2.406684 1.740507 -0.773728 -0.214 -0.774 0.117
C 1.502403 0.275785 0.982927 1.733 0.992 -1.703
H 0.686835 -3.592204 -2.839714 -2.334 -3.474 2.556
H 2.726104 2.151469 -1.629614 -0.174 -0.611 -0.555
O -1.643111 -2.379061 1.503552 -0.663 -3.838 -1.973
H -1.041789 0.189875 -1.268609 -0.403 0.062 1.030
H 1.556877 -2.416897 -2.718579 2.384 3.742 3.839
H 2.051307 0.887613 1.691456 0.270 0.267 -0.435
H -3.185983 0.534835 2.110234 0.586 1.003 -0.945
H 1.453017 3.880301 1.635658 0.663 4.851 -1.844
O -2.955894 1.479615 1.908582 -0.259 -2.196 -0.312
H -0.177966 -0.882452 -0.797209 -2.089 2.678 1.791
H 0.481080 1.466651 -2.840542 -0.159 2.070 1.074
O 0.199574 -0.543898 2.944484 0.402 -2.223 -1.289
O 1.772450 -0.328647 -1.412520 0.602 -0.524 0.428
H 1.481600 0.305851 -3.254542 -3.952 1.369 0.007
O 1.180687 -2.992102 -3.265853 0.228 -0.486 -6.361
C 0.681241 -1.423764 2.188917 -0.392 0.347 1.176
H -1.319890 2.444916 2.360637 0.830 -0.225 0.682
H 2.131160 2.380712 -0.096682 -0.042 1.441 1.590
O 0.472491 0.677494 -3.317409 3.480 -3.335 -2.039
H 1.701317 -2.492071 -0.370144 -1.460 -0.057 -1.171
H -0.638124 -2.325257 -2.452383 0.638 -1.145 -0.683
H -1.425976 -2.262582 0.566744 -0.235 0.543 0.366
O -0.816549 -0.125153 -0.366720 1.962 -1.911 -1.665
```
Forces are in eV/Å.

Here are the Mulliken charges for atoms 1 to 2, given in e: H 0.64; O -0.56